Entry from OMol25: a molecular structure, C14H20MoO6S6 in a non-equilibrium geometry (ωB97M-V with the def2-TZVPD basis set).

Last column: natural (NBO) charge in e.
Positions of all 47 atoms, in Å:
1 S -2.210 1.214 -0.268  0.6453
2 O 3.637 -1.561 0.355  -0.7222
3 O 0.445 1.708 1.032  -0.7858
4 O -0.589 2.006 3.318  -0.7242
5 H 1.125 1.520 4.945  0.2896
6 H 0.867 1.666 -4.135  0.3169
7 C -3.558 -0.007 -0.130  -0.5378
8 S 2.562 -0.759 0.746  2.3490
9 O -0.676 -0.042 1.884  -0.8269
10 C -1.925 -2.394 -1.588  -0.5494
11 S 0.128 1.165 2.462  2.3409
12 H 2.068 0.820 -3.167  0.2984
13 C 0.995 0.969 -3.302  -0.5558
14 H -1.072 2.851 -3.351  0.3091
15 H -0.715 -2.998 -3.287  0.3174
16 H 4.663 -0.908 2.443  0.2911
17 H -0.815 -0.221 -3.698  0.2454
18 H -4.380 0.510 0.373  0.3246
19 H -2.461 0.916 -2.637  0.2401
20 O 2.107 0.312 -0.271  -0.8167
21 H -3.262 2.381 -2.032  0.3213
22 C 2.690 -0.082 2.351  -0.4238
23 H -1.150 3.580 -1.749  0.3038
24 C 3.887 -0.371 2.977  -0.0692
25 H 3.260 0.941 6.049  0.2932
26 C -0.605 -2.751 -2.227  -0.5553
27 C 1.884 0.975 4.394  -0.0918
28 H 0.686 -0.847 -4.409  0.3208
29 C -3.124 -1.199 0.692  -0.5572
30 C 3.106 0.660 5.015  -0.1124
31 H 5.040 -0.221 4.789  0.2934
32 S -1.564 -1.918 0.124  0.6776
33 C -1.137 2.629 -2.283  -0.5579
34 H -0.120 -3.599 -1.738  0.3021
35 S 0.596 -1.393 -2.118  0.6450
36 S 0.457 1.865 -1.812  0.6460
37 C 4.095 0.013 4.315  -0.1090
38 H -2.578 -3.270 -1.530  0.3194
39 C -2.350 1.777 -1.981  -0.5380
40 O 1.135 -1.443 0.750  -0.7789
41 H -3.868 -2.001 0.643  0.3229
42 H -3.882 -0.264 -1.137  0.2631
43 C 1.661 0.613 3.080  -0.3226
44 H -2.450 -1.595 -2.108  0.2364
45 H -2.964 -0.969 1.745  0.3000
46 Mo 0.106 0.050 0.020  0.9700
47 C 0.257 -0.330 -3.544  -0.5478

Computed properties:
- Net charge: +4
- Gap between HOMO and LUMO: 5.3200 eV
- Energy relative to the best compared isomer or geometry (same formula, charge and spin): 0.0 kcal per mole
- E_LUMO: -16.849 eV
- HOMO: -22.169 eV